Here is 2 unconnected molecules or ions with the total composition C14H16 in a non-equilibrium geometry from the Open Molecules 2025 dataset. Energies are from the ωB97M-V functional and the def2-TZVPD basis.

As for the frontier orbital gap (alpha / beta): 10.5305 / 3.0214 eV. Its expectation value of S² is 0.7613. For the HOMO energy (alpha / beta), the calculation gives -13.19 / -11.38 eV. As for the energy above the lowest of the compared OMol25 structures with the same formula, charge and spin: 0.929 eV. For the LUMO energy (alpha / beta), the calculation gives -2.66 / -8.35 eV.

Structure (ORCA input):
```
! RIJCOSX wB97M-V def2-TZVPD def2/J DEFGRID3
* xyz 1 2
C -0.62 1.26 0.39
H -0.75 -2.24 3.60
H 1.11 2.60 0.37
H -1.17 2.77 -4.16
C -0.01 2.83 -1.37
C -0.02 -2.27 2.79
C 1.58 -1.98 0.53
C 2.21 -1.63 -0.76
C 0.25 2.18 -0.16
C -1.80 0.88 -0.31
H 1.49 -1.13 3.78
H -1.29 4.22 -3.20
H 2.80 -0.68 1.74
C -1.62 3.15 -3.25
C -1.21 2.46 -1.99
H 0.22 -3.49 -0.31
H -0.20 0.85 1.30
C 1.91 -1.27 1.71
H -2.47 0.09 0.01
H 3.30 -1.75 -0.52
H 1.99 -0.58 -1.01
H -2.94 1.02 -2.09
C 0.48 -2.87 0.53
C 1.12 -1.51 2.83
C -2.07 1.41 -1.57
C -0.31 -3.04 1.64
H 1.93 -2.21 -1.65
H -1.29 -3.54 1.69
H 0.60 3.60 -1.79
H -2.68 3.06 -3.44
*
```

=====

Here is a molecular structure, C4H3Li2O2Yb in a non-equilibrium geometry from the Open Molecules 2025 dataset. Energies are from the ωB97M-V functional and the def2-TZVPD basis.

As for the frontier orbital gap: 4.8106 eV. For the HOMO energy, the calculation gives -9.28 eV. As for the energy above the lowest of the compared OMol25 structures with the same formula, charge and spin: 2.777 eV. For the LUMO energy, the calculation gives -4.47 eV.

Structure (ORCA input):
```
! RIJCOSX wB97M-V def2-TZVPD def2/J DEFGRID3
* xyz 1 1
Li -0.63 2.10 -2.45
O 0.19 -2.12 0.76
Li -0.05 -0.85 2.27
H 2.12 0.42 0.47
H 1.91 -0.87 -0.77
C -0.01 0.78 0.89
C -1.15 1.00 0.20
H -1.96 1.63 0.58
O -1.41 0.59 -1.11
C 1.01 -1.33 0.08
C 1.12 0.06 0.23
Yb -1.14 -1.41 -1.13
*
```

=====

Here is a molecular structure, C60H48InN5OP2SSi in a non-equilibrium geometry from the Open Molecules 2025 dataset. Energies are from the ωB97M-V functional and the def2-TZVPD basis.

As for the frontier orbital gap: 6.8495 eV. For the HOMO energy, the calculation gives -6.70 eV. As for the energy above the lowest of the compared OMol25 structures with the same formula, charge and spin: 3.695 eV. For the LUMO energy, the calculation gives 0.15 eV.

Structure (ORCA input):
```
! RIJCOSX wB97M-V def2-TZVPD def2/J DEFGRID3
* xyz 0 1
H -2.65 2.59 -3.12
H 1.57 -3.48 -3.79
C -0.14 2.01 -4.35
C -4.73 -0.16 -1.20
C 0.79 -2.77 -4.04
C 4.58 -3.59 0.20
H -1.94 -0.20 -4.94
C 5.82 1.35 2.72
C -0.73 4.35 -4.08
P -0.48 0.33 2.39
C 3.62 -4.52 0.58
N -0.68 0.36 -2.67
H 0.19 3.57 -5.81
H -1.56 -2.16 -6.38
H 0.46 1.30 -4.89
H -2.65 -4.77 4.02
H 6.56 2.58 1.12
N 1.08 1.93 2.11
C -0.15 1.45 6.34
C -1.20 4.06 -2.71
C 0.03 -2.96 -5.18
C 4.85 0.45 3.11
C 0.02 0.46 4.15
C -3.23 1.14 2.00
H 4.95 -1.55 -0.29
H 4.18 1.20 -5.52
H 3.90 -5.55 0.76
C 0.24 2.84 -0.62
C -0.68 -3.94 -0.58
C -5.23 -2.66 -0.21
C 3.19 0.25 -1.89
C -0.77 1.61 -3.20
C 2.30 -4.13 0.71
C 3.87 0.54 0.91
C -2.88 1.05 -1.06
H -5.46 -3.64 0.19
H 4.34 -1.15 -4.75
C 1.39 -0.35 5.97
H 1.16 2.62 -0.08
H -3.54 0.18 2.38
H -0.73 5.38 -4.41
H -0.60 2.17 7.01
H 3.68 -1.76 -2.48
C -1.17 -0.92 -4.69
C 0.82 0.58 6.82
C -4.15 1.95 1.46
H 6.59 1.66 3.41
C 0.99 -0.41 4.64
H 1.56 -4.86 1.02
C -1.54 2.84 1.93
H -4.61 3.95 0.78
H -3.18 -2.69 0.47
C -1.72 2.64 -2.55
H -1.71 -3.72 -0.88
H -7.23 -2.37 -0.94
C -1.85 1.55 2.16
H -0.58 3.23 2.23
H 2.15 -1.03 6.33
C -6.01 -0.67 -1.36
C 3.88 0.05 2.21
C -2.77 -2.64 4.27
H -1.10 -4.63 2.12
C 1.88 2.46 2.82
N -4.16 1.07 -1.50
H 1.42 -1.15 3.98
C 3.99 -0.38 -4.07
C 1.89 -2.81 0.47
H 2.73 2.34 -1.67
Si 0.00 -2.52 0.48
H 5.61 -3.88 0.09
H 4.83 1.87 -0.48
C 4.20 -2.28 -0.03
H -2.62 -0.51 4.34
C 5.81 1.86 1.43
H -2.27 4.81 1.38
C 0.57 -1.67 -3.22
C -2.01 2.28 -1.07
H -4.63 1.86 -1.91
C -0.98 -2.48 2.12
P 2.55 -0.07 -0.20
C -2.75 3.41 -0.27
N -0.72 2.01 -0.47
C -6.24 -1.93 -0.85
C -3.80 3.23 0.83
C -1.41 -1.30 2.76
H -0.08 -4.03 -1.49
C 4.83 1.47 0.53
C -0.95 -2.02 -5.50
C 3.91 0.94 -4.50
C -3.71 -0.89 -0.58
C -0.54 1.39 5.01
C -0.22 3.36 -4.83
H 3.11 -0.66 2.52
O 2.68 2.99 3.53
H -5.20 1.68 1.47
C 3.45 1.91 -3.63
C -2.30 -1.41 3.83
H -1.92 4.80 -2.38
H 0.20 -3.81 -5.83
C 3.09 1.57 -2.34
H -0.68 -4.90 -0.07
C -0.41 -0.72 -3.52
C -3.96 -2.15 -0.06
S 0.27 4.29 -1.53
H -1.30 2.08 4.65
H -2.96 4.28 -0.87
H 1.13 0.63 7.86
C 3.63 -0.72 -2.78
H -3.46 -2.69 5.10
C -1.44 -3.71 2.60
In -0.27 -0.17 -0.38
H 4.84 0.06 4.12
C -2.40 3.76 1.17
C 2.86 -1.88 0.08
H 1.18 -1.54 -2.34
H 3.36 2.94 -3.96
H -6.80 -0.10 -1.83
N -2.57 -0.10 -0.53
C -2.32 -3.80 3.66
*
```

=====

Here is a molecular structure, C14H37N3O2RuS2 from the Open Molecules 2025 dataset. Energies are from the ωB97M-V functional and the def2-TZVPD basis.

As for the frontier orbital gap (alpha / beta): 8.2781 / 7.5761 eV. Its expectation value of S² is 0.7571. For the HOMO energy (alpha / beta), the calculation gives -18.78 / -18.80 eV. As for the energy above the lowest of the compared OMol25 structures with the same formula, charge and spin: 0.898 eV. For the LUMO energy (alpha / beta), the calculation gives -10.50 / -11.22 eV.

Structure (ORCA input):
```
! RIJCOSX wB97M-V def2-TZVPD def2/J DEFGRID3
* xyz 3 2
Ru -0.73 0.10 0.56
C -2.85 -1.90 1.18
H -2.66 -2.74 0.50
H 1.59 1.52 4.01
C -1.50 -1.05 3.14
C 2.11 2.47 3.88
H -2.26 -0.92 -1.22
H -3.46 -2.28 2.00
C -3.53 -0.79 0.40
H 1.46 1.05 -3.35
C 0.95 -3.23 -1.38
H -1.93 -1.86 3.74
S 1.68 -0.49 -1.61
H -0.45 -0.93 3.43
H -0.08 -3.91 0.41
C 0.78 -0.78 -4.33
N -2.48 -0.24 -0.49
C 1.88 3.42 -0.16
H 0.10 4.23 -1.09
H 1.14 -0.48 -5.32
H -4.37 -1.18 -0.18
H 1.47 3.28 4.24
H -0.89 -2.25 1.60
H 2.73 -0.13 -3.60
H 1.20 -4.21 -1.79
C 1.67 -0.02 -3.35
H 0.42 2.53 -1.50
C 0.88 3.50 -1.30
H 0.68 -2.27 0.49
O 0.81 1.29 1.02
H 0.98 -1.86 -4.27
H -2.79 0.59 -1.00
H 0.03 -2.92 -1.88
O 0.17 -0.34 -1.19
C 2.08 -2.28 -1.76
C 2.54 2.68 2.44
H -1.25 -1.09 -4.98
H 3.15 1.86 2.05
C -0.71 -0.50 -4.24
C 0.78 -3.30 0.13
H -0.87 1.64 2.64
H 2.95 -2.41 -1.10
H 2.25 4.41 0.13
H 2.99 2.44 4.52
H -3.30 0.11 3.03
N -1.64 1.14 2.21
H 1.66 -3.73 0.61
H -0.92 0.55 -4.46
H 2.75 2.79 -0.38
S 1.13 2.80 1.34
H 1.39 3.83 -2.20
H -3.90 0.02 1.03
H -2.17 0.69 4.24
H 2.41 -2.40 -2.79
H -2.31 1.87 1.95
C -2.25 0.24 3.25
H 3.09 3.62 2.31
H -1.11 -0.73 -3.26
N -1.51 -1.45 1.69
*
```

=====

Here is C4H6O2 in the gas phase from the Open Molecules 2025 dataset. Energies are from the ωB97M-V functional and the def2-TZVPD basis.

As for the frontier orbital gap: 10.5271 eV. The SMILES is CC(=O)CC=O. For the HOMO energy, the calculation gives -9.82 eV. As for the energy above the lowest of the compared OMol25 structures with the same formula, charge and spin: 0.756 eV. For the LUMO energy, the calculation gives 0.71 eV.

Structure (ORCA input):
```
! RIJCOSX wB97M-V def2-TZVPD def2/J DEFGRID3
* xyz 0 1
H -0.08 -1.50 0.19
O -2.55 -1.39 -0.38
C -1.93 -0.45 0.05
O -0.16 1.77 0.18
H 1.67 -0.40 -1.23
H 2.07 1.33 -0.96
H 2.37 0.11 0.30
H -2.39 0.55 0.15
H -0.51 -0.54 1.62
C 0.31 0.66 0.07
C 1.69 0.41 -0.50
C -0.49 -0.55 0.52
*
```

=====

Here is 2 unconnected molecules or ions with the total composition C8H16O2S2 in a non-equilibrium geometry from the Open Molecules 2025 dataset. Energies are from the ωB97M-V functional and the def2-TZVPD basis.

As for the frontier orbital gap: 8.2999 eV. For the HOMO energy, the calculation gives -8.78 eV. As for the energy above the lowest of the compared OMol25 structures with the same formula, charge and spin: 6.120 eV. For the LUMO energy, the calculation gives -0.48 eV.

Structure (ORCA input):
```
! RIJCOSX wB97M-V def2-TZVPD def2/J DEFGRID3
* xyz 0 1
H 3.12 -1.06 -0.03
H -0.01 -0.25 1.68
H 2.50 0.31 -2.24
H -4.16 0.14 0.94
H 1.77 -2.32 0.10
C -3.31 0.06 0.36
H -2.01 -1.20 1.60
H 1.79 -1.25 -2.30
C 2.30 1.07 -0.03
S -1.03 1.49 -0.76
S -1.08 -1.40 -0.63
C -2.53 -1.22 0.65
H -2.11 1.32 1.54
H -3.23 -1.99 0.60
H 1.82 -1.16 1.22
C 1.44 -0.06 -0.50
H -3.65 -0.05 -0.67
C -0.14 0.02 -0.16
C 2.05 -1.28 0.18
O -1.66 -0.97 -1.89
H 2.04 2.11 -0.39
H -3.03 2.20 0.40
H 2.26 1.18 1.13
C 1.57 -0.21 -2.03
H 0.76 0.35 -2.57
H 3.37 0.87 -0.34
C -2.50 1.32 0.49
O -0.33 2.69 -0.33
*
```

=====

Here is 4 unconnected molecules or ions with the total composition C36H76N4O4 in a non-equilibrium geometry from the Open Molecules 2025 dataset. Energies are from the ωB97M-V functional and the def2-TZVPD basis.

As for the frontier orbital gap: 8.4185 eV. The SMILES is CC1(C)CCCC(C)(C)N1O.CC1(C)CCCC(C)(C)N1O.CC1(C)CCCC(C)(C)N1O.CC1(C)CCCC(C)(C)N1O. For the HOMO energy, the calculation gives -7.97 eV. As for the energy above the lowest of the compared OMol25 structures with the same formula, charge and spin: 0.046 eV. For the LUMO energy, the calculation gives 0.45 eV.

Structure (ORCA input):
```
! RIJCOSX wB97M-V def2-TZVPD def2/J DEFGRID3
* xyz 0 1
H 4.38 0.82 -6.82
C 1.96 2.66 2.39
H -4.07 3.57 0.38
N -3.26 -5.40 0.79
H 3.95 2.52 5.08
H 1.50 1.93 -4.66
C 1.44 0.84 -2.48
C -1.77 -3.56 0.99
H -3.46 -4.07 3.91
H 1.62 4.74 1.82
H 3.21 2.58 -1.69
H -2.38 -5.59 -1.70
H 3.82 5.43 1.87
H 3.97 1.05 -1.30
C -3.35 -4.01 2.82
H -2.79 3.50 -0.69
H 6.04 3.46 2.24
C 1.69 1.31 1.75
C 3.56 2.14 -5.36
C -2.12 -4.66 -1.20
H -5.28 0.70 1.96
H 1.95 3.08 5.88
H -3.34 -6.39 4.05
H 0.92 1.75 -2.18
H 4.68 5.90 3.29
C 1.25 3.74 1.56
H -2.21 0.58 2.34
C -2.19 1.62 2.05
C 2.10 3.51 4.89
H -3.21 -0.96 -1.39
H -6.08 -1.03 -1.17
H -0.10 -5.89 -0.24
N 3.28 -0.10 -3.79
C 5.54 -0.20 -4.71
C 2.77 1.11 -3.19
H 4.65 2.06 -2.58
C -2.30 0.91 -1.72
H 0.18 3.77 1.75
H 2.93 5.64 3.37
C -3.73 -5.37 2.17
O -4.96 1.48 1.50
H -4.04 -0.02 -2.65
H 2.33 0.51 2.14
H 4.57 2.38 0.99
H 1.51 3.62 0.51
C 3.86 5.26 2.95
C -1.99 -4.91 0.30
C -3.56 0.04 -1.68
H 1.25 1.62 4.19
H -4.73 2.54 -1.61
H 4.33 -1.78 -6.51
H 2.42 3.17 -3.89
C 3.72 1.71 -2.13
H -0.26 -5.57 1.49
N 3.40 2.89 2.37
H 5.77 2.50 3.72
H -5.71 -4.93 3.01
C 1.41 2.64 3.84
H -1.50 0.18 0.11
H 3.96 -2.48 -4.88
C 3.63 0.78 -6.02
H 2.70 0.54 -6.53
H -1.16 -6.89 0.68
C 3.73 -1.69 -5.59
C 3.63 3.48 4.68
H -2.43 3.91 1.01
C -0.81 -5.86 0.59
H -1.21 -4.26 -1.65
H -2.76 2.22 2.77
H -1.19 2.05 2.01
C -5.36 1.71 -1.30
H 0.39 3.01 3.69
C -3.02 3.27 0.36
H 0.78 0.22 -3.11
O 3.57 -1.08 -2.81
H 6.11 4.18 3.88
H -6.35 -0.31 0.36
C -5.54 -0.59 -0.33
H -4.04 -3.28 2.40
H -5.89 1.32 -2.17
H 1.98 1.31 0.69
H -6.12 2.07 -0.60
C 5.60 3.46 3.24
H -1.53 0.35 -2.26
H 1.69 4.52 4.83
C 2.50 2.15 -4.28
C 4.04 -0.31 -5.03
H 5.78 0.66 -4.09
H -2.06 -6.53 2.90
H 2.86 -1.72 -2.87
C -3.15 -6.53 2.99
H -1.20 -4.28 2.97
H -2.49 1.78 -2.35
H 3.25 2.88 -6.10
H -1.67 -2.61 2.86
H 4.04 4.26 5.34
H -4.46 -6.35 -0.30
N -3.98 0.93 0.62
H -5.04 -1.38 0.24
C -2.78 1.78 0.65
H -2.45 -2.81 0.58
H -3.48 -7.49 2.60
C -4.60 0.55 -0.66
C -5.25 -5.44 2.16
H 2.69 -1.71 -5.92
H 4.54 2.49 -5.01
H -0.89 1.77 -0.29
C 4.11 3.77 3.28
H 5.85 -1.10 -4.16
H -2.94 -3.96 -1.38
H -5.71 -5.01 1.27
O 3.84 3.01 1.03
H 6.17 -0.21 -5.60
O -3.65 -6.61 0.15
H -5.64 -6.46 2.23
H 1.61 0.24 -1.57
H -0.74 -3.27 0.76
H 0.63 1.05 1.72
C -1.92 -3.61 2.50
C -1.79 1.15 -0.32
*
```

=====

Here is 8 unconnected molecules or ions with the total composition C34H38Cl4F4O3 in a non-equilibrium geometry from the Open Molecules 2025 dataset. Energies are from the ωB97M-V functional and the def2-TZVPD basis.

As for the frontier orbital gap: 9.1010 eV. The SMILES is ClC(Cl)(Cl)Cl.Fc1ccccc1.Fc1ccccc1.Fc1ccccc1.Fc1ccccc1.CC(C)=O.CC(C)=O.CC(C)=O. For the HOMO energy, the calculation gives -9.02 eV. As for the energy above the lowest of the compared OMol25 structures with the same formula, charge and spin: 1.067 eV. For the LUMO energy, the calculation gives 0.08 eV.

Structure (ORCA input):
```
! RIJCOSX wB97M-V def2-TZVPD def2/J DEFGRID3
* xyz 0 1
O 3.27 -1.61 -2.61
H 4.51 -3.14 9.18
F -4.43 -4.31 -2.98
H -3.39 3.49 6.13
H -0.13 -3.07 -4.79
C 0.87 4.44 -3.39
H 0.36 -5.44 -8.26
H 2.27 3.83 2.81
Cl -0.57 -2.42 2.67
C -7.23 -4.84 -5.25
H 1.61 1.47 -4.73
C 5.01 -1.22 8.31
C 4.84 0.13 -2.08
C -1.61 -2.79 -6.38
C -3.20 3.89 5.14
H -7.48 -5.35 -6.17
F 4.68 -0.55 4.70
C 2.58 4.15 5.59
H -6.38 -2.71 -2.07
C 3.83 -1.40 -0.34
H 1.04 -4.90 -5.98
C 3.96 -3.20 7.07
H -2.79 -2.51 -8.07
C 4.47 -2.57 8.26
H -5.19 -5.55 -5.07
C -5.67 -4.20 -3.51
H 1.25 5.45 -3.28
F -1.95 2.39 -2.07
C 4.59 -1.09 5.92
C -0.49 -3.42 -5.75
Cl -1.32 -1.77 -0.10
C 0.21 -4.41 -6.46
H 2.40 3.91 -4.74
C 3.68 3.91 4.56
H 1.68 3.55 5.64
H 3.98 4.15 2.50
Cl -0.51 0.37 1.73
C -7.83 -3.18 -3.57
C 5.13 -0.54 7.08
H 3.66 -2.79 4.99
H -4.09 3.71 4.54
H 5.62 0.42 7.10
C -0.79 2.77 -2.69
H -2.50 3.12 4.80
H -3.34 7.47 4.99
C 1.59 3.54 -4.12
H -0.75 4.79 -1.95
O 4.84 3.85 4.95
C -6.60 -3.33 -2.93
C -0.29 4.09 -2.62
H 4.37 1.06 -1.75
H 2.88 -1.93 -0.21
H 4.67 -1.99 0.01
H 3.43 2.53 2.93
Cl -3.04 -0.95 2.00
O -2.03 5.65 3.85
C -1.28 -4.03 -8.38
H 3.79 -0.51 0.29
C 3.95 -1.02 -1.76
C 3.28 3.59 3.13
H 5.31 -0.86 9.28
H -9.07 -3.85 -5.25
C 1.12 2.23 -4.15
H -0.45 0.89 -3.67
C -2.73 5.33 4.81
C 4.00 -2.37 5.93
C -5.93 -4.88 -4.67
H -4.55 6.27 5.57
H 4.82 0.20 -3.17
C -0.24 -4.69 -7.75
H -3.20 6.57 6.53
C -1.35 -1.19 1.60
H 3.09 4.17 6.55
H -8.52 -2.52 -3.07
C -0.03 1.86 -3.46
C -3.49 6.51 5.49
H 5.87 -0.16 -1.88
F -1.52 -4.27 -9.67
H -2.25 -2.10 -5.85
C -1.99 -3.10 -7.65
H 3.65 -4.23 7.00
C -8.16 -3.98 -4.69
H 2.22 5.16 5.37
*
```

=====

Here is a molecular structure, C2O3S in a non-equilibrium geometry from the Open Molecules 2025 dataset. Energies are from the ωB97M-V functional and the def2-TZVPD basis.

As for the frontier orbital gap (alpha / beta): 7.6940 / 7.9282 eV. For the HOMO energy (alpha / beta), the calculation gives -9.37 / -9.62 eV. As for the energy above the lowest of the compared OMol25 structures with the same formula, charge and spin: 4.725 eV. For the LUMO energy (alpha / beta), the calculation gives -1.67 / -1.69 eV.

Structure (ORCA input):
```
! RIJCOSX wB97M-V def2-TZVPD def2/J DEFGRID3
* xyz 0 1
S -0.17 -0.91 -0.92
O 1.57 0.61 0.52
O -1.99 0.71 0.86
C -0.84 0.67 0.74
C 0.41 0.35 0.33
O 1.04 -1.42 -1.53
*
```

=====

Here is a molecular structure, C2H5Cl2N6 in a non-equilibrium geometry from the Open Molecules 2025 dataset. Energies are from the ωB97M-V functional and the def2-TZVPD basis.

As for the frontier orbital gap (alpha / beta): 8.0553 / 6.5722 eV. Its expectation value of S² is 2.0120. For the HOMO energy (alpha / beta), the calculation gives -11.56 / -13.25 eV. For the LUMO energy (alpha / beta), the calculation gives -3.51 / -6.67 eV.

Structure (ORCA input):
```
! RIJCOSX wB97M-V def2-TZVPD def2/J DEFGRID3
* xyz 1 3
N 0.58 -0.12 -0.41
N -0.54 0.50 -0.61
H -1.75 3.01 -2.25
C 0.56 -1.40 0.15
N -0.21 2.43 0.57
H 2.16 -0.74 0.98
Cl 1.16 1.73 1.07
Cl -1.42 2.28 1.74
N -0.38 -2.24 -0.18
C -0.78 1.63 -1.16
N 1.55 -1.59 1.01
H -1.22 -2.03 -0.65
H -0.23 -3.22 0.17
H 1.75 -2.41 1.67
N -1.22 2.17 -2.11
*
```